# 1
Entry from the Open Molecules 2025 dataset: the molecule CH4ClN3 at a distorted geometry (wB97M-V/def2-TZVPD).

XYZ file:
```
9
Properties=species:S:1:pos:R:3:forces:R:3
Cl 1.867 -0.977 -0.880 0.13 -0.79 -0.84
N 0.377 -0.937 0.124 1.31 0.49 0.24
C -0.746 -0.291 -0.595 3.10 3.72 -0.40
N -0.580 0.927 0.559 -2.01 -1.20 -2.18
N 0.596 0.208 0.882 1.08 0.83 0.65
H -1.537 -0.962 -0.446 -1.76 -0.08 -0.32
H -0.396 0.069 -1.690 -1.43 -0.98 2.58
H -0.383 1.896 0.188 0.17 -1.65 -0.01
H 0.802 0.067 1.858 -0.59 -0.35 0.29
```
Positions in Å, forces in eV/Å.

Its SMILES is ClN1CNN1. The calculation puts the gap between HOMO and LUMO at 9.262 eV. The value obtained for the lowest unoccupied orbital energy is 0.9 eV. The total charge is 0. As for the HOMO energy: -8.38 eV.

Atomic partial charges in e from the Löwdin method, atoms 1 to 4: number 1, Cl, carries 0.490; number 2, N, carries -0.495; number 3, C, carries -0.132; number 4, N, carries -0.024

# 2
Entry from the Open Molecules 2025 dataset: a structure of composition C9H14INSi at a distorted geometry (wB97M-V/def2-TZVPD).

XYZ file:
```
26
Properties=species:S:1:pos:R:3:forces:R:3
C -0.145 0.212 -1.900 0.36 1.38 0.26
C 0.279 1.387 -1.048 -1.40 -3.22 -2.38
C -1.563 0.911 0.521 1.77 0.85 0.05
C -0.540 -0.981 -1.438 0.18 0.99 -0.34
C -1.554 -0.423 0.566 -0.70 1.82 -0.28
C -0.413 1.698 0.053 0.84 0.76 -0.36
C -0.478 -1.253 0.051 1.58 -2.23 0.20
C 0.015 2.958 0.749 -0.04 0.68 0.44
C -0.867 -2.732 0.384 -1.55 0.75 0.86
N 2.359 -0.510 -0.356 1.46 -0.24 0.17
Si 1.321 -1.109 0.869 -1.52 0.02 -2.03
I 4.198 0.283 0.101 -0.17 -0.29 0.13
H -0.141 0.534 -2.959 -0.24 -0.86 0.44
H 1.002 1.875 -1.684 0.34 1.38 0.98
H -2.349 1.582 0.800 -0.84 -0.29 0.45
H -1.068 -1.600 -2.149 0.15 -0.73 0.18
H -2.478 -0.911 0.729 -0.94 -0.58 0.62
H 1.040 2.758 1.129 -0.77 0.23 0.38
H -0.729 3.146 1.559 0.97 0.37 -0.38
H 0.163 3.857 0.077 -0.60 -1.01 0.63
H -0.974 -2.921 1.533 -0.21 0.52 -2.08
H -0.147 -3.432 0.064 0.91 -0.82 -0.61
H -1.814 -2.893 -0.212 0.67 -0.36 1.10
H 1.923 0.239 -0.837 -0.38 0.43 -0.61
H 1.112 -0.362 1.998 -0.23 1.75 2.10
H 1.847 -2.314 1.399 0.38 -1.30 0.07
```
Positions in Å, forces in eV/Å.

The calculation puts the gap between HOMO and LUMO at 8.602 eV. The value obtained for the lowest unoccupied orbital energy is 0.0 eV. The total charge is 0. As for the HOMO energy: -8.59 eV.

Atomic partial charges in e from the Löwdin method, atoms 1 to 4: number 1, C, carries -0.102; number 2, C, carries -0.108; number 3, C, carries -0.037; number 4, C, carries -0.071

# 3
Entry from the Open Molecules 2025 dataset: a structure of composition C22H24ClN2O4PtS4 (wB97M-V/def2-TZVPD).

XYZ file:
```
58
Properties=species:S:1:pos:R:3:forces:R:3
Pt 1.831 0.896 -0.475 -0.87 -0.41 -0.12
S 0.696 0.708 1.524 0.11 -0.05 -0.10
C -0.920 0.472 1.012 -0.09 0.02 -0.23
N -1.867 0.089 1.944 -0.03 0.02 0.02
C -3.263 0.076 1.581 0.09 0.09 0.03
C -3.388 -0.450 0.174 0.01 -0.01 -0.03
N -2.642 0.427 -0.699 -0.05 0.06 0.00
C -3.081 0.498 -2.084 0.16 -0.13 0.01
C -2.806 -0.760 -2.889 -0.05 0.00 0.01
C -3.624 -1.879 -2.747 -0.01 0.00 -0.05
C -3.371 -3.044 -3.459 0.02 0.03 0.00
C -2.296 -3.099 -4.335 -0.02 0.01 0.02
C -1.482 -1.987 -4.492 -0.02 0.00 0.00
C -1.734 -0.826 -3.773 0.02 -0.01 -0.01
C -1.323 0.699 -0.340 -0.02 0.07 0.30
S -0.266 1.396 -1.483 0.17 -0.03 -0.03
C -1.548 -0.247 3.317 0.02 -0.05 -0.05
C -1.797 -1.713 3.588 -0.02 0.01 -0.07
C -2.786 -2.141 4.462 0.02 -0.03 0.06
C -3.026 -3.499 4.653 0.02 0.02 -0.01
C -2.275 -4.436 3.962 0.02 0.02 0.00
C -1.281 -4.014 3.085 -0.02 0.01 0.02
C -1.044 -2.662 2.897 0.01 -0.02 0.01
H -3.689 1.088 1.627 -0.05 -0.01 0.04
H -3.808 -0.562 2.279 0.04 -0.04 0.00
H -4.434 -0.458 -0.140 0.00 0.04 -0.01
H -3.007 -1.480 0.143 -0.06 -0.03 -0.03
H -2.582 1.347 -2.545 -0.06 0.01 -0.04
H -4.157 0.691 -2.073 -0.02 0.00 0.02
H -4.476 -1.839 -2.078 0.00 0.00 0.00
H -4.016 -3.904 -3.332 0.00 0.00 0.00
H -2.096 -4.005 -4.894 0.01 0.00 0.00
H -0.642 -2.021 -5.174 0.01 0.00 0.02
H -1.083 0.032 -3.878 0.00 -0.01 0.02
H -2.143 0.373 3.998 -0.01 0.00 0.01
H -0.498 -0.014 3.477 -0.02 0.04 0.06
H -3.373 -1.406 5.003 -0.01 0.00 -0.01
H -3.800 -3.820 5.339 -0.01 0.00 -0.01
H -2.461 -5.494 4.104 0.00 0.00 0.00
H -0.687 -4.742 2.547 0.00 0.00 0.00
H -0.272 -2.325 2.214 -0.02 0.00 -0.01
C 6.885 3.662 0.625 -0.10 -0.02 -0.06
C 5.445 3.890 0.257 0.18 0.05 0.04
S 4.201 3.684 1.485 0.09 0.06 0.14
C 4.960 4.237 -0.931 0.11 0.03 -0.10
C 5.721 4.425 -2.207 -0.04 -0.09 0.08
S 3.209 4.408 -0.956 -0.07 0.08 -0.07
H 6.974 3.310 1.653 0.01 0.00 -0.01
H 7.466 4.581 0.529 0.01 -0.01 -0.01
H 7.323 2.901 -0.023 0.00 -0.02 0.02
H 6.761 4.677 -2.003 0.00 0.01 -0.01
H 5.283 5.222 -2.812 0.02 0.01 0.00
H 5.695 3.502 -2.792 -0.01 0.01 -0.02
O 3.386 0.893 -2.191 0.02 0.11 0.37
Cl 4.446 0.881 -1.104 0.47 -0.16 -0.14
O 5.728 0.573 -1.744 -0.02 -0.02 -0.03
O 4.057 -0.253 -0.213 0.20 0.24 -0.11
O 2.976 3.440 0.385 -0.13 0.11 0.08
```
Positions in Å, forces in eV/Å.

The calculation puts the gap between HOMO and LUMO (alpha / beta) at 5.300 / 6.586 eV. The value obtained for the lowest unoccupied orbital energy (alpha / beta) is 2.5 / 2.4 eV. Its spin multiplicity is 3. The total charge is -1. As for the HOMO energy (alpha / beta): -2.81 / -4.22 eV.

Atomic partial charges in e from the Löwdin method, atoms 1 to 4: number 1, Pt, carries 0.337; number 2, S, carries 0.588; number 3, C, carries -0.670; number 4, N, carries -0.145

no.,electronic energy (Eh)
1,-664.7815
2,-993.1730
3,-3435.2544